No. 1
Molecular formula: C2H4ClNO2
Method: DFT, ωB97M-V/def2-TZVPD

Geometry (Å):
C: 1.762 -0.802 0.048
C: -0.087 0.637 -0.552
N: -1.102 -0.162 0.300
O: 1.165 -1.460 0.786
O: 2.564 -0.287 -0.585
Cl: 0.109 2.169 0.281
H: -0.737 0.672 -1.520
H: -1.107 -0.995 -0.287
H: -2.013 0.362 0.437
H: -0.552 -0.134 1.093

Summary:
* charge: 0
* multiplicity: 1
* energy above the lowest of the compared OMol25 structures with the same formula, charge and spin: 47.5 kcal per mole

No. 2
Molecular formula: C2H4ClNO3
Method: DFT, ωB97M-V/def2-TZVPD

Geometry (Å):
C: 0.842 0.579 -0.450
C: -0.491 0.444 0.305
N: -1.027 -0.933 0.067
O: -2.240 -1.053 0.025
O: -0.171 -1.803 -0.049
O: 1.836 -0.235 0.046
Cl: -1.648 1.640 -0.095
H: 1.158 1.616 -0.218
H: 0.555 0.315 -1.603
H: -0.426 0.650 1.910
H: 1.612 -1.221 0.062

Summary:
* charge: 0
* multiplicity: 1
* energy above the lowest of the compared OMol25 structures with the same formula, charge and spin: 145.8 kcal per mole

No. 3
Molecular formula: C2H4ClNO5
Method: DFT, ωB97M-V/def2-TZVPD

Geometry (Å):
C: -1.546 -1.684 0.915
C: -0.729 -0.444 0.658
Cl: 0.800 -0.574 1.594
O: -0.531 -0.280 -0.724
O: 0.111 1.066 -0.781
O: 1.509 0.945 -0.588
N: 2.163 1.990 -1.508
O: 3.360 1.748 -1.601
O: 1.420 2.823 -1.918
H: -2.449 -1.721 0.294
H: -0.956 -2.577 0.685
H: -1.869 -1.757 1.949
H: -1.282 0.466 1.023

Summary:
* charge: 0
* multiplicity: 1
* structure (SMILES): C[C@@H](Cl)OOO[N+](=O)[O-]
* energy above the lowest of the compared OMol25 structures with the same formula, charge and spin: 0.9 kcal per mole

No. 4
Molecular formula: C2H4ClOP
Method: DFT, ωB97M-V/def2-TZVPD

Geometry (Å):
C: 1.472 -0.419 -0.193
C: 0.396 0.576 0.091
O: -2.075 1.615 0.278
P: -1.441 0.334 0.134
Cl: -3.999 -1.093 -0.439
H: 1.312 -1.376 0.436
H: 1.136 -0.670 -1.280
H: 2.542 -0.052 0.005
H: 0.656 1.085 0.967

Summary:
* charge: 0
* multiplicity: 1
* energy above the lowest of the compared OMol25 structures with the same formula, charge and spin: 102.2 kcal per mole